[1]
Below is a single C4H8N2O molecule, with properties calculated with wB97M-V/def2-TZVPD.

Cartesian coordinates (Å):
H: -2.74 -1.26 -0.10
N: -2.73 -0.21 -0.12
C: -1.50 0.16 0.09
C: -0.38 -0.71 0.10
C: 0.81 0.33 0.40
C: 2.06 -0.17 -0.16
O: 0.27 1.49 -0.21
N: -1.10 1.62 0.21
H: -0.66 -1.57 0.83
H: -0.22 -1.13 -0.93
H: 0.69 0.72 1.54
H: 2.04 -1.31 0.15
H: 3.00 0.34 0.21
H: 2.00 -0.19 -1.27
H: -1.54 1.88 -0.74

Values from the calculation:
- max |F| (eV Å⁻¹) = 5.403
- SMILES = [H]/N=C1\C[C@@H](C)ON1
- 2S+1 = 1
- relative energy (zero: lowest compared OMol25 entry of this formula, charge and spin) (kcal per mole) = 101.6


[2]
Below is a single C4H4O molecule, with properties calculated with wB97M-V/def2-TZVPD.

Cartesian coordinates (Å):
C: -2.21 -0.31 0.05
C: -1.05 -0.54 -0.03
C: 0.39 -0.71 -0.08
C: 1.14 0.60 0.01
O: 0.88 -1.80 0.02
H: -3.24 -0.16 -0.10
H: 1.84 0.80 -0.77
H: 1.71 0.69 0.96
H: 0.54 1.44 -0.07

Values from the calculation:
- max |F| (eV Å⁻¹) = 2.383
- SMILES = C#CC(C)=O
- 2S+1 = 1
- relative energy (zero: lowest compared OMol25 entry of this formula, charge and spin) (kcal per mole) = 38.5


[3]
Below is a 2-piece molecular cluster, C4H14NO overall, with properties calculated with wB97M-V/def2-TZVPD.

Cartesian coordinates (Å):
C: -0.46 -0.30 -1.00
C: 0.73 -0.42 -0.04
C: 1.34 -1.80 -0.22
C: 1.74 0.70 -0.36
N: -1.40 0.80 -0.52
H: -0.18 -0.05 -2.02
H: -1.11 -1.17 -1.03
H: 0.31 -0.21 0.94
H: 0.93 -2.54 0.46
H: 1.25 -2.19 -1.23
H: 2.38 -1.81 0.03
H: 1.75 0.87 -1.44
H: 2.76 0.35 -0.16
H: 1.62 1.59 0.25
H: -2.28 0.81 -1.03
H: -1.53 0.79 0.51
H: -1.06 1.76 -0.67
H: -1.97 1.59 2.81
H: -2.85 0.43 2.44
O: -1.98 0.80 2.26

Values from the calculation:
- net charge = +1
- max |F| (eV Å⁻¹) = 1.255
- 2S+1 = 1
- relative energy (zero: lowest compared OMol25 entry of this formula, charge and spin) (kcal per mole) = 9.9


Calculated frontier orbital gap, 0.3769, 0.3913, 0.4417 Ha (same order as the records).
Calculated LUMO, 0.0311, 0.0080, -0.1233 hartree (same order as the records).